{
  "formula": "C48H48AsBiN6O2S",
  "method": "ωB97M-V/def2-TZVPD",
  "total_energy_ha": -5185.2477,
  "de_lowest_kcal_mol": 0.00,
  "homo_lumo_gap_ha": [0.145, 0.158],
  "fmax_ev_per_a": 4.3,
  "homo_energy_ev": [-4.611, -4.964],
  "spin_multiplicity": 1,
  "species": ["Bi", "C", "C", "N", "C", "C", "S", "C", "C", "N", "H", "H", "H", "H", "H", "H", "H", "H", "H", "H", "H", "H", "H", "H", "C", "C", "O", "C", "C", "C", "N", "N", "C", "O", "C", "C", "C", "C", "C", "C", "H", "H", "H", "H", "H", "H", "H", "H", "H", "H", "H", "H", "C", "C", "C", "C", "C", "C", "N", "N", "C", "C", "C", "C", "C", "C", "H", "H", "H", "H", "H", "H", "H", "H", "H", "C", "C", "C", "C", "C", "C", "As", "C", "C", "C", "C", "C", "C", "C", "C", "C", "C", "C", "C", "H", "H", "H", "H", "H", "H", "H", "H", "H", "H", "H", "H", "H"],
  "coordinates": [[9.07517, 9.87122, 12.21657], [5.81585, 9.06164, 13.60595], [6.76731, 7.85932, 13.78746], [8.19438, 8.24772, 13.98322], [8.64939, 8.49738, 15.38351], [8.18831, 9.83656, 15.92487], [8.56846, 11.21276, 14.76428], [6.88333, 11.87029, 14.43635], [6.21734, 11.44922, 13.11597], [6.49387, 10.08060, 12.66160], [5.50743, 9.54774, 14.54626], [4.89162, 8.73772, 13.10848], [6.76328, 7.27447, 12.84115], [6.42545, 7.19757, 14.59879], [8.72900, 7.42730, 13.62994], [9.76145, 8.44890, 15.35667], [8.33219, 7.69757, 16.07443], [8.72720, 10.07245, 16.86678], [7.13070, 9.83895, 16.17135], [7.09147, 12.94772, 14.34662], [6.23546, 11.69068, 15.28050], [6.55474, 12.13026, 12.32767], [5.11074, 11.60372, 13.10829], [6.09931, 9.95262, 11.72527], [7.99579, 13.09545, 8.85241], [8.74654, 12.65473, 10.12025], [8.63696, 11.37328, 10.42516], [9.33749, 13.62477, 10.90755], [10.36983, 13.48815, 11.83770], [10.67729, 14.57198, 12.87697], [11.06884, 12.28771, 11.88847], [11.57087, 12.03828, 10.72802], [11.94016, 10.72524, 10.53575], [11.55480, 9.78308, 11.29071], [12.86837, 10.60689, 9.36696], [13.31362, 9.36656, 8.90143], [14.27759, 9.26814, 7.90145], [14.86722, 10.40061, 7.33626], [14.43155, 11.62192, 7.80682], [13.45572, 11.73747, 8.76794], [7.19136, 13.78998, 9.11124], [8.63959, 13.58934, 8.12535], [7.48711, 12.23407, 8.36940], [8.91314, 14.62260, 10.73020], [11.09863, 15.46085, 12.45840], [9.78572, 14.83474, 13.43512], [11.44182, 14.13908, 13.53206], [12.84067, 8.47052, 9.31782], [14.63965, 8.30534, 7.58121], [15.59837, 10.33276, 6.55884], [14.88592, 12.52304, 7.35018], [13.08566, 12.72434, 9.01763], [14.10964, 5.24493, 14.89039], [14.03799, 5.17960, 13.51847], [12.98588, 5.78785, 12.81675], [11.92603, 6.35909, 13.51320], [11.94649, 6.35114, 14.91280], [13.03948, 5.81758, 15.60008], [10.78239, 6.85649, 12.83618], [10.77703, 6.52926, 11.61588], [9.86171, 6.95140, 10.65766], [9.90260, 6.13419, 9.50077], [9.09277, 6.37184, 8.41115], [8.22959, 7.45299, 8.47917], [8.12893, 8.25580, 9.63889], [8.96388, 8.06773, 10.76042], [14.93535, 4.78395, 15.45023], [14.76792, 4.65912, 12.92786], [12.94077, 5.78881, 11.73607], [11.16614, 6.83629, 15.51263], [13.06709, 5.89346, 16.69715], [10.49395, 5.24412, 9.53271], [9.13176, 5.77247, 7.52578], [7.48147, 7.68985, 7.71575], [7.42476, 9.09260, 9.62698], [14.36760, 8.12197, 19.65240], [13.05178, 8.03991, 19.19325], [12.67731, 8.73574, 18.06233], [13.61503, 9.59540, 17.41940], [14.89162, 9.73677, 17.89361], [15.27348, 8.94805, 18.98452], [12.98385, 10.33599, 15.71133], [14.46158, 11.02044, 14.65789], [15.23707, 10.25336, 13.78438], [16.18242, 10.89969, 12.98651], [16.35229, 12.28073, 12.98239], [15.52733, 13.03356, 13.79963], [14.57452, 12.42766, 14.59376], [13.71216, 13.10446, 15.54566], [13.68264, 14.47698, 15.81016], [12.96565, 14.95131, 16.88114], [12.25350, 14.05820, 17.67493], [12.16442, 12.70098, 17.37274], [12.92848, 12.18423, 16.33159], [14.68465, 7.58254, 20.56112], [12.35377, 7.35541, 19.66070], [11.69496, 8.53546, 17.56933], [15.60407, 10.42611, 17.40038], [16.30496, 8.96305, 19.32910], [15.17382, 9.18244, 13.84534], [16.80374, 10.29288, 12.34848], [17.12913, 12.72466, 12.33457], [15.61702, 14.13327, 13.81385], [14.18738, 15.13854, 15.10455], [13.07231, 16.00175, 17.13807], [11.69546, 14.39713, 18.54911], [11.61246, 12.04415, 18.05274]],
  "atomic_forces_ev_per_a": [[2.38, 0.86, -2.16], [0.83, 0.36, -1.11], [0.17, 0.15, -0.30], [-0.22, -1.43, 0.53], [0.42, -0.37, -0.54], [0.68, 0.43, 0.35], [-0.99, 0.39, 1.36], [0.47, 0.41, -0.73], [-0.49, 0.54, -1.06], [-0.58, -0.93, 1.03], [0.44, -0.09, -0.38], [0.17, -0.10, 0.27], [-0.10, 0.33, 0.57], [-0.03, 0.16, -0.16], [-0.04, 0.81, 0.38], [-0.66, 0.22, -0.06], [-0.08, 0.10, -0.22], [-0.27, -0.28, -0.52], [-0.14, 0.06, -0.13], [-0.43, -0.29, 0.22], [0.03, 0.00, 0.40], [0.29, -0.18, 0.00], [0.59, 0.02, 0.59], [0.12, 0.17, 0.35], [-0.56, -0.78, 0.37], [-0.92, -0.44, 0.31], [0.19, -0.64, -0.13], [-0.10, 1.12, -0.82], [-0.24, -1.00, 1.24], [-0.22, -2.04, 0.13], [-0.67, 2.69, 2.04], [1.11, -3.45, -2.36], [-0.74, 3.27, -0.15], [-0.57, -1.18, 0.10], [0.63, -0.42, 0.04], [-0.41, -0.29, 0.15], [0.39, 0.13, -0.10], [-0.86, -0.68, 0.89], [0.61, 1.07, -0.93], [-0.65, 0.25, 0.27], [0.10, 0.18, 0.06], [0.11, -0.08, 0.09], [0.53, 0.37, 0.30], [0.48, -0.08, -0.11], [0.20, 0.58, -0.61], [-0.12, 0.22, 0.30], [-0.23, 0.17, 0.18], [0.33, 0.24, -0.07], [-0.17, -0.33, -0.06], [0.36, -0.11, -0.24], [-0.48, -0.43, 0.45], [0.13, -0.13, 0.29], [-0.47, -0.32, 1.13], [-0.61, 0.57, -0.96], [0.33, -0.37, 0.53], [0.27, -0.65, 0.41], [0.30, 0.41, 0.44], [0.17, 0.27, -0.09], [-1.03, 0.64, -1.96], [1.14, -0.31, 1.44], [-1.21, 0.65, -0.11], [-0.40, 0.40, 0.82], [-0.31, 0.92, 0.29], [-1.22, 0.72, 0.73], [0.77, -0.37, 0.06], [-0.13, -0.69, -0.99], [-0.34, 0.29, -0.38], [0.47, -0.04, 0.01], [0.15, -0.08, 0.11], [0.13, -0.31, -0.50], [0.01, -0.12, -0.59], [0.62, -0.19, 0.02], [0.05, -0.36, -0.24], [0.59, -0.27, -0.14], [0.24, -0.18, -0.09], [0.17, 0.33, 0.18], [0.15, -0.31, 0.12], [0.30, 0.33, -1.16], [-1.28, -0.73, -0.60], [0.82, -0.12, 0.34], [0.22, 0.02, 0.41], [-0.29, 1.04, 0.18], [0.75, -0.40, -1.17], [0.20, 1.01, 0.76], [0.08, -0.48, -0.19], [0.09, -0.37, -0.19], [0.22, 1.12, -0.37], [-0.09, -0.95, 0.44], [-1.06, -0.65, 1.25], [0.17, -0.79, -1.01], [0.11, 0.10, 0.54], [-0.65, 0.10, 0.43], [0.61, -0.11, 0.12], [-0.25, 1.59, -0.44], [-0.18, 0.20, -0.70], [-0.02, 0.10, 0.11], [0.81, 0.36, 0.57], [-0.44, -0.59, 0.32], [-0.14, 0.15, -0.01], [-0.01, -0.33, -0.36], [0.15, -0.09, -0.14], [-0.62, -0.17, 0.50], [-0.02, -0.67, -0.03], [0.06, 0.00, 0.46], [-0.40, -0.12, 0.02], [0.23, 0.16, -0.22], [0.02, 0.18, -0.36]],
  "lowdin_charge": [1.830, -0.141, -0.184, -0.220, -0.279, -0.430, 0.782, -0.420, -0.283, -0.150, 0.107, 0.120, 0.123, 0.121, 0.072, 0.089, 0.123, 0.083, 0.068, 0.077, 0.068, 0.108, 0.132, 0.114, -0.041, -0.459, -0.318, -0.085, -0.328, -0.042, -0.036, 0.007, -0.457, -0.196, -0.137, -0.041, -0.099, -0.110, -0.116, -0.045, 0.066, 0.073, 0.074, 0.104, 0.060, 0.056, 0.057, 0.105, 0.088, 0.087, 0.107, 0.101, -0.090, -0.081, -0.015, -0.256, -0.043, -0.083, 0.087, 0.047, -0.285, -0.025, -0.082, -0.078, -0.144, -0.264, 0.109, 0.099, 0.103, 0.082, 0.101, 0.102, 0.099, 0.105, 0.075, -0.092, -0.115, -0.151, -0.409, -0.103, -0.087, 1.355, -0.340, -0.088, -0.088, -0.073, -0.033, -0.212, -0.190, -0.042, -0.092, -0.100, -0.109, -0.324, 0.108, 0.099, 0.084, 0.120, 0.101, 0.093, 0.097, 0.114, 0.114, 0.110, 0.104, 0.099, 0.100]
}